# 1
The following is a DFT calculation (the ωB97M-V functional and the def2-TZVPD basis) of a molecular structure, C21H41AsF6HgO13S5 at a distorted geometry.

Geometry as XYZ:
```
88
Properties=species:S:1:pos:R:3:mulliken_charge:R:1
Hg -0.1133 0.1723 -0.0427 4.2100
O -3.6705 1.9498 -1.3711 -0.5865
C -2.6175 1.3048 -0.9943 0.3850
O -2.4983 0.5556 -0.0321 -0.6406
O -1.5371 1.4790 -1.5717 -0.5376
H -3.2937 2.3871 -2.1382 0.3286
As 0.8394 1.2094 3.7622 1.9241
F 1.3893 2.0156 5.3190 -0.4941
F -0.4969 0.3137 4.5665 -0.4760
F 0.2619 0.3927 2.2654 -0.2385
F 2.1479 1.9738 2.8250 -0.5170
F 1.8541 -0.2003 4.1464 -0.4811
F -0.3055 2.5617 3.3519 -0.4841
C 1.7337 2.9936 -4.9547 -0.6812
C 3.1740 2.9110 -4.4239 -0.6332
C 3.2308 2.1799 -3.0074 -0.6738
S 1.8434 0.9498 -3.1504 0.4003
O 1.1883 0.6666 -1.8646 -0.5492
O 2.4119 -0.1299 -3.9287 -0.7652
C 0.7393 2.0987 -4.1320 -0.4024
H 1.7224 2.7512 -6.0174 0.2293
H 1.4305 4.0329 -4.8276 0.3470
H 3.6133 3.9080 -4.3914 0.3996
H 3.7075 2.3141 -5.1637 0.2719
H 2.9655 2.9150 -2.2476 0.1999
H 4.1784 1.7124 -2.7400 0.5195
H 0.2768 2.6400 -3.3066 0.1230
H -0.0679 1.5396 -4.6053 0.5542
C -2.7335 -2.7472 -3.7808 -0.4778
C -1.7501 -2.5090 -4.9097 -0.7243
C -0.5184 -1.8989 -4.2761 -0.4534
S -0.3729 -2.5867 -2.5748 0.8901
O -0.5015 -1.4596 -1.6758 -1.1515
O 0.6709 -3.5942 -2.4304 -0.8359
C -2.0282 -3.4308 -2.5979 -0.6352
H -3.6011 -3.2406 -4.2189 0.4679
H -3.0840 -1.7504 -3.5134 0.1830
H -2.1801 -1.8979 -5.7034 0.3856
H -1.4270 -3.4450 -5.3653 0.3151
H -0.6166 -0.8178 -4.1771 -0.1773
H 0.4583 -2.0950 -4.7185 0.6105
H -2.4045 -3.3263 -1.5803 0.1981
H -1.7868 -4.4691 -2.8253 0.3942
C 2.2651 -2.7918 2.7940 0.2301
C 2.2733 -4.1365 2.0656 -0.7495
C 2.5213 -3.8612 0.5150 -0.6729
S 2.8838 -2.0772 0.2837 0.9314
O 1.6172 -1.3436 0.0253 -0.6692
O 3.9864 -1.8958 -0.6648 -0.8466
C 3.3100 -1.9277 2.0885 -0.9949
H 2.4615 -2.8759 3.8629 0.6457
H 1.3139 -2.2716 2.6817 -0.4440
H 1.3498 -4.6511 2.3309 0.2939
H 3.1060 -4.7594 2.3923 0.3239
H 1.6402 -4.1147 -0.0745 0.1675
H 3.4099 -4.4202 0.2216 0.5294
H 3.4308 -0.8714 2.3288 0.3804
H 4.2898 -2.3756 2.2542 0.4384
C -2.4968 -3.2857 4.5397 -0.7445
C -3.2043 -1.9496 4.1954 -0.5646
C -3.3811 -1.6796 2.6679 -0.7638
S -1.9977 -2.5381 1.8989 0.9666
O -1.0377 -1.6997 1.2017 -0.3240
O -2.5495 -3.7037 1.1540 -0.8201
C -1.3302 -3.1225 3.5434 -0.5498
H -3.1421 -4.1539 4.4058 0.3530
H -2.1202 -3.3253 5.5618 0.3655
H -2.5485 -1.2326 4.6892 0.1573
H -4.1537 -1.9363 4.7306 0.4696
H -3.3725 -0.6917 2.2073 0.2870
H -4.2160 -2.2724 2.2942 0.4193
H -0.8361 -2.2546 3.9799 0.1606
H -0.5723 -3.8945 3.4104 0.3032
C -0.0370 5.9746 1.8755 -0.5834
C -1.2977 5.1811 2.0785 -0.6101
C -1.4943 4.1578 0.9333 -0.6150
S 0.1575 3.7959 0.1801 0.8824
O 0.1913 4.4464 -1.1508 -0.7944
O 0.5658 2.3864 0.3252 -0.1293
C 1.0026 4.9203 1.4220 -0.7835
H 0.1160 6.4431 2.8478 0.3674
H -0.1579 6.7072 1.0775 0.2835
H -2.1864 5.8101 2.1302 0.4023
H -1.2286 4.6667 3.0370 0.1662
H -2.1711 4.4406 0.1270 0.6210
H -1.8195 3.1822 1.2945 0.0765
H 1.9093 5.2904 0.9434 0.5661
H 1.3169 4.3817 2.3160 0.1503
```

Total charge   0
Electronic energy   -6782.23552 Eh
Frontier orbital gap   9.00 eV
HOMO   -8.68 eV
E_LUMO   0.314 eV
ΔE to the lowest compared entry with this formula, charge and spin   280.5 kJ/mol

***

# 2
The following is a DFT calculation (the ωB97M-V functional and the def2-TZVPD basis) of a molecular structure, C16H22Br3HgNO7S2 at a distorted geometry.

Geometry as XYZ:
```
52
Properties=species:S:1:pos:R:3:nbo_charge:R:1
C 1.0601 -3.0266 3.5135 -0.6971
C 1.5325 -1.7697 3.0009 0.0153
Br 1.2314 -0.3614 4.0432 0.4845
C 2.2046 -1.6467 1.8201 -0.0884
Br 2.4560 -3.1624 0.8799 0.3578
C 2.7947 -0.4925 1.2193 0.0169
O 2.4287 0.6821 1.7348 -0.4799
C 2.4976 1.7655 0.8235 -0.0692
S 1.2470 2.9683 1.2968 0.3615
C -0.2524 2.7420 0.3402 -0.6850
C -1.3169 2.0079 1.0548 0.7915
O -1.2020 1.3751 2.0689 -0.5930
O -2.4997 2.2216 0.4759 -0.4923
C -3.4974 1.2458 0.5405 -0.0865
C -3.2575 -0.0064 -0.2224 0.0723
C -4.3869 -0.9619 0.0507 -0.6429
O -3.2246 0.4076 -1.5880 -0.5148
C -2.2862 -0.2287 -2.3200 0.7998
O -1.4085 0.4041 -2.8648 -0.5423
C -2.4184 -1.7079 -2.3894 -0.6757
S -1.2593 -2.3322 -3.6091 0.0335
C 2.4923 1.2187 -0.5847 -0.2298
C 3.7154 1.6234 -1.3586 -0.5387
C 3.3703 1.6411 -2.7986 0.5036
O 3.5560 0.7342 -3.5852 -0.4631
Br 2.4855 3.2739 -3.3398 0.0279
C 2.3036 -0.3799 -0.3656 0.4968
N 0.9548 -0.6807 -0.4730 -0.8157
O 3.0419 -0.9873 -1.2671 -0.6062
H 1.8927 -3.6735 3.6748 0.2839
H 0.5807 -2.8946 4.4474 0.2661
H 0.4276 -3.5126 2.8146 0.2732
H 3.8484 -0.6795 1.0967 0.2714
H 3.3929 2.3377 0.9171 0.2349
H -0.1171 2.3386 -0.6358 0.2700
H -0.6258 3.7277 0.1923 0.2970
H -3.7297 0.9276 1.6221 0.1299
H -4.3769 1.6857 0.1476 0.2351
H -2.3140 -0.4196 0.0653 0.1706
H -4.7303 -1.3784 -0.8533 0.2461
H -5.2084 -0.4747 0.5262 0.2248
H -4.0767 -1.7507 0.6921 0.2271
H -3.4079 -1.9487 -2.6815 0.2582
H -2.2486 -2.1574 -1.4422 0.2404
H -1.1394 -3.5603 -3.1215 0.1261
H 1.6717 1.5117 -1.1850 0.2519
H 3.9501 2.6203 -1.0752 0.2631
H 4.5741 1.0207 -1.1888 0.2625
H 0.4244 -0.1314 0.1816 0.3843
H 0.6298 -0.5825 -1.4250 0.4253
H 2.5354 -1.6226 -1.7829 0.5183
Hg -4.3155 2.0495 2.9170 0.3993
```

Total charge   +2
Electronic energy   -9875.31149 Eh
Frontier orbital gap   2.06 eV
HOMO   -13.66 eV
E_LUMO   -11.597 eV

***

# 3
The following is a DFT calculation (the ωB97M-V functional and the def2-TZVPD basis) of a molecular structure, C3H4BrO4S at a distorted geometry.

Geometry as XYZ:
```
13
Properties=species:S:1:pos:R:3:nbo_charge:R:1
C 0.0177 -0.0966 0.4487 0.0507
C -0.8431 0.3090 -0.6690 -0.5160
C 1.2763 -1.6607 1.3838 -0.2484
O 0.1659 2.6576 -0.9925 -1.0128
O -2.2720 2.4126 -0.7306 -1.0019
O -1.1517 1.5863 -2.7497 -1.0213
O -0.0205 -1.2676 1.0860 -0.4894
S -1.0375 1.9434 -1.3396 2.4043
Br -1.7953 -0.8952 -1.5290 0.1582
H 0.7938 0.5205 0.8309 0.1539
H 1.9105 -0.8292 1.6612 0.1772
H 1.6313 -2.2114 0.4745 0.1722
H 1.3245 -2.4687 2.1251 0.1732
```

Total charge   -1
Electronic energy   -3389.77341 Eh
Spin multiplicity   3
Frontier orbital gap (spin up / spin down)   5.13 / 7.41 eV
HOMO (spin up / spin down)   -1.91 / -5.14 eV
⟨S²⟩   2.0072
E_LUMO (spin up / spin down)   3.220 / 2.268 eV